DFT (ωB97M-V/def2-TZVPD) results for a molecular structure, C26H36ClIOP2SbV.

Structure (XYZ):
```
69
Properties=species:S:1:pos:R:3:forces:R:3:lowdin_spin:R:1
C 4.74882 -0.95358 -4.94028 0.96 -0.56 -0.97 0.00
C 3.66020 -1.61987 -4.34084 -5.15 -0.60 3.52 0.00
H 5.17648 -1.61782 -5.71777 -0.10 0.15 0.18 0.00
H 5.52817 -0.76797 -4.18230 -0.32 0.08 -0.01 0.00
H 4.39858 -0.02769 -5.42755 -0.09 -0.15 0.35 0.00
O 2.71281 -1.96885 -3.76198 4.84 1.17 -3.15 0.00
I 3.59439 1.66398 -2.36908 1.06 -0.08 -0.98 0.02
V 1.60816 0.73122 -1.20518 -1.22 1.66 1.69 1.99
P -0.06910 0.82719 -2.90841 -1.30 0.77 -0.91 0.01
C -1.73576 0.06914 -2.88750 -0.16 -0.11 0.01 0.00
C -0.41606 2.63721 -2.95785 -0.02 -0.11 0.06 0.00
H -1.12115 2.84244 -3.77763 0.19 -0.10 0.23 0.00
H -0.33296 0.92938 -5.31713 0.21 -0.16 0.22 0.00
H 0.52300 3.17157 -3.14312 -0.21 -0.05 0.09 0.00
H 1.37988 1.05905 -4.83308 -0.09 0.05 0.05 0.00
H -2.23824 0.19948 -1.92201 0.14 0.01 -0.16 0.00
H -0.83854 2.98204 -2.00611 0.18 -0.06 -0.26 0.00
C 0.43677 0.54672 -4.63043 0.17 -0.32 -0.31 0.00
H -2.38032 0.52006 -3.66543 0.43 -0.15 0.28 0.00
H 0.57621 -0.52682 -4.81148 -0.14 0.19 -0.05 0.00
H -1.65797 -1.00711 -3.07555 -0.02 0.16 -0.02 0.00
P 2.57428 -1.04278 0.07437 0.57 -0.71 1.54 0.01
C 1.78782 -2.37880 1.04696 -0.18 -0.16 -0.03 0.00
C 3.99566 -1.92247 -0.64077 0.21 -0.04 -0.23 0.00
H 3.83965 0.87263 0.91116 -0.11 -0.19 0.24 0.00
H 4.12112 -0.61477 1.87356 -0.18 0.17 -0.03 0.00
H 2.60804 0.33840 2.10671 0.22 -0.07 -0.27 0.00
C 3.35893 0.00086 1.37707 0.03 0.02 -0.25 0.00
H 4.60414 -1.22668 -1.23098 -0.05 -0.12 0.20 0.00
H 4.60213 -2.34381 0.17721 -0.21 0.08 -0.36 0.00
H 2.53083 -2.86078 1.70773 -0.18 0.28 -0.37 0.00
H 1.36544 -3.12886 0.36715 0.09 0.09 0.15 0.00
H 3.63471 -2.72932 -1.28886 0.13 0.02 0.19 0.00
H 0.96023 -2.01467 1.66778 0.27 0.00 -0.20 0.00
Cl 1.34089 2.72957 0.04397 0.31 -0.82 -0.96 0.00
C -3.04219 -3.94853 1.24394 0.33 0.07 -0.09 0.00
C -2.55309 -3.58667 -0.01870 0.23 0.26 0.32 0.00
C -1.76957 -2.43418 -0.16498 -0.31 -0.28 0.26 0.00
C -1.52804 -1.61211 0.94060 0.92 0.89 -0.61 -0.01
C -1.99530 -1.97214 2.19416 -0.41 -0.39 0.45 0.00
C -2.75213 -3.14680 2.35065 0.22 0.16 -0.18 0.00
Sb -0.54990 0.38460 0.57361 -2.06 -0.81 2.21 -0.02
C -2.51833 1.34683 0.90427 0.36 0.50 -0.65 -0.01
C -3.17392 2.06344 -0.10157 -0.43 -0.07 0.15 0.00
C -4.48547 2.52520 0.10854 0.06 -0.01 0.12 0.00
C -5.13799 2.30023 1.32404 0.44 -0.28 -0.23 0.00
C -4.45678 1.62042 2.33766 0.14 0.12 -0.16 0.00
C -3.14263 1.18294 2.14675 -0.03 -0.20 0.07 0.00
C 0.04583 1.01818 2.57998 0.05 -0.37 -0.19 0.00
C 0.09104 2.39414 2.79699 0.17 0.33 0.27 0.00
C 0.59616 2.91888 3.98908 -0.06 -0.20 -0.10 0.00
C 0.98240 2.06317 5.02227 0.01 0.05 -0.15 0.00
C 0.85004 0.68727 4.84243 0.05 -0.12 -0.10 0.00
C 0.39533 0.16039 3.62562 0.10 0.04 0.02 0.00
H -3.58574 -4.88821 1.36738 0.04 0.42 -0.05 0.00
H -2.76136 -4.19794 -0.89031 0.01 -0.03 0.13 0.00
H -1.35303 -2.20300 -1.14707 -0.15 0.04 0.21 0.00
H -1.78859 -1.36584 3.08194 -0.14 -0.20 -0.41 0.00
H -3.09734 -3.42586 3.34800 0.07 0.05 -0.34 0.00
H -2.69081 2.27325 -1.05907 -0.20 -0.12 0.29 0.00
H -5.01189 3.05458 -0.68603 0.23 -0.09 0.17 0.00
H -6.16492 2.63436 1.47568 0.33 -0.07 -0.06 0.00
H -4.95039 1.42414 3.28862 0.17 0.12 -0.18 0.00
H -2.63108 0.71450 2.99331 -0.14 0.10 -0.43 0.00
H -0.23949 3.09221 2.03577 0.03 -0.14 0.12 0.00
H 0.71301 3.99940 4.08086 -0.17 -0.30 0.09 0.00
H 1.38449 2.47625 5.95368 -0.19 -0.25 -0.38 0.00
H 1.13731 0.00144 5.63588 -0.11 0.14 -0.09 0.00
H 0.30710 -0.92287 3.51367 0.15 0.30 0.06 0.00
```
Forces are in eV/Å.

Results
- HOMO level (spin up / spin down) (eV) = -13.28 / -13.28
- 2S+1 = 3
- frontier orbital gap (spin up / spin down) (eV) = 5.15 / 5.15
- total charge = +2

DFT (ωB97M-V/def2-TZVPD) results for a molecular structure, C26H36CoN4O5PS.

Structure (XYZ):
```
74
Properties=species:S:1:pos:R:3:forces:R:3:lowdin_spin:R:1
Co 1.71190 -0.02001 0.65006 0.18 -0.03 0.27 2.73
C 1.45269 4.33024 1.16835 -0.01 -0.02 -0.07 0.00
C 0.58044 4.43965 2.23318 -0.05 0.01 0.05 0.00
C 0.15903 3.29137 2.88580 0.00 0.10 0.02 0.00
C 0.63950 2.06858 2.45742 -0.03 -0.26 0.04 0.00
N 1.48246 1.96217 1.42451 -0.06 0.11 -0.06 0.03
C 1.85680 3.06570 0.78296 -0.02 -0.05 0.03 0.00
C 0.24977 0.77230 3.08307 0.08 0.16 -0.10 0.00
C -0.53570 0.68101 4.21979 -0.04 -0.01 0.08 0.00
C -0.84295 -0.56973 4.72914 -0.03 0.04 0.03 0.00
C -0.35434 -1.70041 4.09625 0.01 -0.02 -0.01 0.00
C 0.42459 -1.53205 2.96844 0.03 0.06 0.01 0.01
N 0.71784 -0.32661 2.47258 -0.02 -0.04 -0.01 0.04
H 1.77751 5.19586 0.61036 0.01 0.01 0.01 0.00
H 0.21206 5.40715 2.54643 0.01 0.00 0.00 0.00
H -0.54091 3.35902 3.70504 0.00 0.01 -0.01 0.00
H 2.48253 2.92782 -0.09049 0.00 -0.01 -0.01 0.00
H -0.90202 1.57157 4.70743 -0.01 -0.01 0.00 0.00
H -1.45672 -0.65739 5.61569 0.00 0.00 0.00 0.00
H -0.57008 -2.69424 4.46041 0.00 0.00 0.01 0.00
H 0.83011 -2.37813 2.43049 -0.01 -0.01 0.01 0.00
C 1.06542 0.50948 -4.05367 0.05 -0.06 -0.03 0.00
C -0.43359 0.51969 -3.79976 0.01 0.06 0.17 0.00
C -1.18314 1.10367 -4.98236 -0.01 0.01 -0.08 0.00
C -0.94995 -0.86816 -3.46345 0.01 -0.11 -0.06 0.00
O -0.70086 1.45520 -2.71396 -0.02 0.09 -0.10 0.00
P -0.55305 1.26604 -1.15565 -0.07 0.10 0.09 0.01
O -0.65645 2.57959 -0.49248 0.14 0.00 0.01 0.00
O 0.69869 0.40628 -0.89733 0.17 0.09 -0.19 0.08
O -1.71108 0.26148 -0.70049 -0.14 -0.10 0.03 0.00
C -3.07612 0.65921 -0.37751 0.19 0.05 -0.02 0.00
C -3.06301 1.29820 1.00359 -0.08 0.04 0.06 0.00
C -3.84820 -0.64681 -0.36966 -0.09 -0.03 0.05 0.00
C -3.62192 1.60836 -1.43117 -0.11 0.05 0.00 0.00
H 1.28268 -0.09491 -4.93561 0.02 0.00 0.00 0.00
H 1.59932 0.09212 -3.19963 -0.03 0.00 -0.02 0.00
H 1.42313 1.52387 -4.23327 -0.02 0.01 0.00 0.00
H -1.04120 0.47583 -5.86292 0.00 0.01 -0.01 0.00
H -0.82154 2.10753 -5.20493 0.00 -0.01 0.01 0.00
H -2.25002 1.16132 -4.76538 0.00 -0.01 0.01 0.00
H -0.70891 -1.54108 -4.28834 -0.04 -0.01 0.00 0.00
H -2.03262 -0.86350 -3.32735 0.02 0.02 0.02 0.00
H -0.48718 -1.25935 -2.55839 0.03 0.01 -0.02 0.00
H -2.64570 0.59797 1.73363 -0.01 -0.01 -0.02 0.00
H -4.08121 1.54504 1.30928 0.00 0.00 0.02 0.00
H -2.46049 2.20645 0.99296 -0.02 -0.03 -0.02 0.00
H -3.42053 -1.33532 0.36257 -0.02 0.04 0.01 0.00
H -3.81595 -1.11639 -1.35356 0.01 0.00 -0.01 0.00
H -4.89106 -0.46830 -0.10429 0.01 0.00 -0.01 0.00
H -3.03623 2.52593 -1.48189 0.01 -0.02 0.02 0.00
H -4.64936 1.87039 -1.17352 -0.01 0.00 -0.03 0.00
H -3.62352 1.13674 -2.41525 0.01 0.00 0.02 0.00
C 4.22127 0.86967 2.56588 -0.10 0.03 0.09 0.00
O 3.94907 0.49979 1.19932 -0.04 -0.02 -0.18 0.03
H 3.86884 1.88063 2.76381 0.00 -0.01 0.02 0.00
H 5.28557 0.79104 2.77799 0.02 0.00 -0.03 0.00
H 3.67324 0.16915 3.19030 0.01 -0.01 0.02 0.00
H 4.33539 1.16445 0.61553 -0.03 -0.01 0.02 0.00
N 4.44523 -2.17904 0.31422 0.02 -0.09 -0.09 0.00
C 3.23579 -2.66256 -0.01530 0.12 0.08 0.08 0.01
N 2.11148 -2.01808 0.17884 -0.23 -0.03 -0.13 0.03
C 1.01255 -2.81700 -0.21378 0.08 0.10 0.07 0.00
C -0.33069 -2.46578 -0.12402 0.04 -0.02 0.01 0.00
C -1.28380 -3.38628 -0.52204 0.01 -0.04 -0.06 0.00
C -0.92188 -4.63925 -1.01654 0.01 0.02 0.01 0.00
C 0.41150 -4.99378 -1.12096 0.01 0.01 0.01 0.00
C 1.36198 -4.07036 -0.70963 -0.02 -0.06 -0.02 0.00
S 3.09583 -4.24924 -0.70029 0.03 -0.10 0.00 0.00
H 4.52350 -1.22812 0.64556 -0.02 -0.02 -0.01 0.00
H 5.27550 -2.68234 0.05850 -0.01 0.00 0.01 0.00
H -0.63872 -1.48045 0.19725 0.02 -0.03 0.02 0.00
H -2.32916 -3.11321 -0.46855 0.02 -0.03 -0.01 0.00
H -1.68614 -5.33818 -1.32712 0.00 0.00 0.00 0.00
H 0.70272 -5.96148 -1.50610 0.00 0.00 0.00 0.00
```
Forces are in eV/Å.

Results
- HOMO level (spin up / spin down) (eV) = -11.15 / -11.15
- 2S+1 = 4
- frontier orbital gap (spin up / spin down) (eV) = 8.08 / 8.02
- total charge = +1

DFT (ωB97M-V/def2-TZVPD) results for a molecular structure, C26H36N3P2Pd.

Structure (XYZ):
```
68
Properties=species:S:1:pos:R:3:forces:R:3:mulliken_charge:R:1
Pd 0.53939 -0.60607 0.18961 -0.51 -0.18 0.12 0.51
C 0.06810 0.94908 -2.32493 -0.01 0.00 0.04 -0.99
N 0.63585 -0.36243 -1.92374 0.02 -0.03 -0.01 0.94
C -0.06984 -1.43353 -2.65959 0.02 0.02 0.03 -0.93
C 2.07754 -0.36588 -2.26752 -0.01 0.01 -0.06 0.17
C 2.51270 -0.47190 -3.57797 -0.06 -0.01 0.05 -0.29
C 3.86865 -0.49083 -3.85797 0.07 0.00 0.02 -1.03
C 4.77473 -0.41885 -2.80779 -0.01 0.00 -0.07 -0.80
C 4.34498 -0.28207 -1.50104 -0.08 0.02 0.06 -0.84
C 2.97444 -0.20920 -1.21048 0.06 -0.07 0.01 0.01
N 2.40854 -0.06886 0.03910 0.05 0.13 -0.03 0.01
C 3.03926 0.29089 1.21373 -0.04 -0.10 0.04 -0.29
C 4.22946 1.02140 1.32967 -0.05 -0.02 -0.05 -0.62
C 4.76255 1.29201 2.57704 0.00 -0.01 0.05 -0.79
C 4.13292 0.85647 3.73558 0.03 0.02 -0.02 -1.01
C 2.92723 0.18133 3.63474 -0.02 -0.02 -0.01 -0.34
C 2.37999 -0.07263 2.38906 0.00 0.00 0.00 0.39
N 1.06513 -0.74119 2.24230 0.02 0.08 -0.09 1.04
C 1.19681 -2.17041 2.61646 -0.02 0.00 -0.03 -1.04
C 0.08268 -0.07638 3.12471 -0.02 0.01 0.02 -1.01
H 0.24046 1.11563 -3.39042 0.01 0.00 -0.01 0.33
H 0.55712 1.73548 -1.75379 0.02 -0.01 0.00 0.26
H -1.00194 0.95378 -2.13042 -0.01 0.02 0.02 0.27
H 0.03866 -1.30500 -3.73650 -0.02 0.00 0.00 0.34
H -1.13016 -1.37873 -2.42558 -0.02 -0.02 0.01 0.14
H 0.34227 -2.39849 -2.37303 -0.01 -0.01 0.01 0.33
H 1.80467 -0.54964 -4.39252 0.01 0.00 0.00 0.35
H 4.21213 -0.58344 -4.87835 0.00 0.00 0.00 0.41
H 5.83597 -0.47791 -3.01100 0.00 0.00 0.02 0.41
H 5.06325 -0.26718 -0.69636 0.03 0.01 -0.03 0.71
H 4.70974 1.40454 0.44242 0.03 0.00 0.02 0.75
H 5.68099 1.85991 2.64704 0.00 0.00 -0.01 0.41
H 4.55990 1.06236 4.70665 0.00 0.00 0.00 0.41
H 2.42126 -0.13370 4.53810 0.00 0.00 -0.01 0.37
H 1.54843 -2.25843 3.64653 -0.01 -0.01 0.01 0.37
H 1.91216 -2.64665 1.95019 0.01 -0.01 0.01 0.31
H 0.22854 -2.66197 2.52450 0.00 0.00 0.00 0.29
H 0.35635 -0.19687 4.17352 0.03 -0.01 0.00 0.38
H -0.89376 -0.51984 2.97229 0.12 0.04 0.04 0.12
H 0.04414 0.98111 2.87729 -0.01 -0.02 0.00 0.38
C -1.98658 -3.10561 -0.23551 -0.02 0.04 -0.02 -1.70
P -1.79448 -1.37721 0.32225 0.42 0.23 -0.01 1.62
C -2.71693 -1.50191 1.89805 -0.02 -0.02 0.05 -1.30
C -2.94884 -0.38652 -0.69469 -0.04 -0.06 -0.04 0.29
C -3.79476 -1.02982 -1.59857 0.03 -0.02 -0.05 -0.60
C -4.65373 -0.30917 -2.41428 0.03 0.01 0.02 -0.80
C -4.67959 1.07301 -2.32810 0.01 0.01 0.01 -0.99
C -3.86186 1.71983 -1.41347 -0.04 -0.03 0.02 -0.43
C -2.99475 1.01438 -0.58146 -0.05 0.02 -0.02 -0.20
P -1.94285 1.88275 0.65825 0.02 -0.05 0.03 1.00
C -1.63216 3.50723 -0.14003 0.02 -0.02 -0.03 -1.42
C -3.23527 2.39963 1.86394 0.00 0.03 -0.01 -1.39
H -2.98171 -3.48634 -0.00695 -0.02 0.01 -0.03 0.43
H -1.25494 -3.71120 0.30110 0.01 0.02 0.01 0.39
H -1.79869 -3.21349 -1.30027 0.05 -0.02 -0.02 0.42
H -3.73431 -1.82136 1.66945 0.01 -0.03 -0.04 0.43
H -2.77162 -0.55265 2.42505 0.00 0.03 -0.06 0.24
H -2.25741 -2.24646 2.55042 0.00 0.02 0.01 0.48
H -3.78366 -2.10758 -1.68692 0.00 -0.02 0.00 0.38
H -5.29485 -0.82728 -3.11486 0.00 0.00 0.00 0.42
H -5.33960 1.64744 -2.96467 0.00 0.00 0.01 0.42
H -3.90680 2.79866 -1.34800 0.00 0.03 0.01 0.32
H -2.53818 4.10053 -0.26583 0.00 0.00 -0.01 0.45
H -1.15398 3.37726 -1.11100 0.00 -0.01 0.02 0.41
H -0.94538 4.06458 0.49753 -0.01 0.01 0.01 0.41
H -4.04485 2.94394 1.37506 0.00 0.00 0.00 0.42
H -2.77353 3.05002 2.60872 -0.01 0.00 0.00 0.45
H -3.65997 1.54138 2.38326 0.01 -0.02 -0.01 0.36
```
Forces are in eV/Å.

Results
- HOMO level (eV) = -9.58
- frontier orbital gap (eV) = 6.96
- total charge = +1

Molecular weight for every record listed, in sequence, given in g/mol: 761.58; 606.57; 558.96.
Maximum force for every record listed, in sequence, given in eV Å⁻¹: 6.26; 0.32; 0.56.
Energy above the lowest of the compared OMol25 structures with the same formula, charge and spin for every record listed, in sequence, given in kJ/mol: 55.66; 19.90; 80.22.